Record 1
The following is a DFT calculation (ωB97M-V/def2-TZVPD) of 8 unconnected molecules or ions with the total composition C42H53N3O23.

Last column: Mulliken charge in e.
Element x y z (Å)
C -3.994 0.629 -3.675  -0.7288
C -4.709 0.801 -2.506  0.2104
C -5.302 -0.379 -1.766  1.0446
O -5.855 -0.116 -0.701  -0.6651
C -5.203 -1.739 -2.277  -1.0119
C -4.475 -1.878 -3.409  0.2201
C -3.844 -0.711 -4.148  1.0774
O -3.141 -1.035 -5.092  -0.7469
O -4.114 -2.979 -4.084  -0.6457
O -4.926 1.948 -1.932  -0.4708
H -3.463 1.438 -4.142  0.5091
H -5.601 -2.565 -1.689  0.4692
H -3.618 -2.634 -4.869  0.4399
H -5.251 2.040 -0.973  0.3855
C 2.082 -0.311 -3.379  -0.7896
C 1.585 -0.511 -4.635  -0.1225
C 1.324 0.590 -5.579  1.3329
O 1.063 0.259 -6.716  -0.6791
C 1.413 1.960 -5.174  -0.9224
C 1.840 2.169 -3.894  0.1104
C 2.316 1.039 -2.978  1.0092
O 2.758 1.367 -1.883  -0.5321
O 2.040 3.389 -3.272  -0.6413
O 1.276 -1.630 -5.316  -0.6544
H 2.615 -1.077 -2.849  0.5881
H 1.259 2.787 -5.851  0.5004
H 2.364 3.304 -2.349  0.2973
H 1.003 -1.337 -6.229  0.4509
C -2.586 -4.288 -1.478  -1.3363
C -3.018 -5.448 -0.920  0.1883
C -3.211 -5.535 0.534  1.3840
O -3.714 -6.541 0.966  -0.6737
C -2.954 -4.443 1.434  -0.9751
C -2.461 -3.308 0.880  0.4271
C -2.247 -3.207 -0.584  0.6064
O -1.870 -2.133 -1.022  -0.3331
O -2.149 -2.149 1.444  -0.6825
O -3.358 -6.683 -1.406  -0.6373
H -2.473 -4.092 -2.531  0.5327
H -3.254 -4.555 2.469  0.5223
H -1.737 -1.512 0.780  0.3723
H -3.606 -7.228 -0.631  0.4196
C 2.803 -5.785 1.632  -1.0592
C 3.252 -4.550 1.895  0.5423
C 3.023 -3.867 3.237  0.9892
O 3.405 -2.714 3.390  -0.4233
C 2.287 -4.583 4.308  -1.2424
C 1.847 -5.841 4.026  0.2205
C 2.058 -6.476 2.645  1.1791
O 1.591 -7.596 2.509  -0.6764
O 1.191 -6.753 4.757  -0.6210
O 3.929 -3.790 1.066  -0.5338
H 2.916 -6.294 0.688  0.4854
H 2.252 -4.193 5.316  0.4795
H 1.101 -7.541 4.170  0.4368
H 4.219 -2.941 1.421  0.1674
C 2.915 3.034 1.157  -0.9701
C 2.577 2.545 2.360  -0.0377
C 1.238 2.822 2.996  1.4386
O 1.023 2.203 4.048  -0.7130
C 0.298 3.750 2.367  -0.9019
C 0.660 4.289 1.177  0.0973
C 1.950 3.919 0.522  1.3505
O 2.145 4.477 -0.571  -0.8693
O 0.042 5.150 0.361  -0.5743
O 3.268 1.729 3.130  -0.5844
H 3.826 2.808 0.641  0.4926
H -0.607 4.006 2.895  0.5427
H 0.656 5.559 -0.288  0.3930
H 2.734 1.549 3.941  0.4172
C -6.342 4.922 0.906  -1.6315
C -5.106 4.287 0.228  0.8063
C -3.827 5.040 0.659  -0.5120
O -3.783 6.374 0.236  -0.4274
C -3.552 6.555 -1.103  -0.6318
N -5.105 2.856 0.482  -0.5886
H -6.509 5.945 0.548  0.3132
H -6.202 4.963 1.994  0.4013
H -7.236 4.286 0.775  0.4394
H -5.206 4.437 -0.856  0.0819
H -2.912 4.546 0.328  0.2534
H -3.851 5.108 1.749  0.3312
H -3.086 7.538 -1.202  0.2524
H -4.546 6.614 -1.587  0.2865
H -2.932 5.755 -1.551  0.2225
H -4.155 2.507 0.666  0.1177
H -5.795 2.490 1.133  0.2625
C -1.046 2.039 -1.633  -1.3372
C -1.348 1.095 -0.459  0.7911
C -0.041 0.522 -0.058  0.5238
O -0.198 -0.284 1.063  -0.4972
C 0.934 -0.976 1.473  -0.4766
N -2.040 1.720 0.704  -0.0510
H -0.357 2.852 -1.370  -0.0210
H -1.987 2.577 -1.850  0.3544
H -0.658 1.548 -2.520  0.3714
H -1.955 0.315 -0.930  0.0234
H 0.736 1.263 0.200  -0.2900
H 0.337 0.035 -0.977  -0.0031
H 1.717 -0.255 1.752  -0.0991
H 1.289 -1.626 0.676  0.4812
H 0.679 -1.535 2.365  0.3875
H -1.468 2.556 0.815  -0.3217
H -1.877 1.167 1.546  0.2996
C 7.005 -1.360 3.906  -1.5156
C 6.948 -1.456 2.439  0.4151
C 5.690 -0.773 1.895  -0.2611
O 5.432 -1.279 0.561  -0.5003
C 4.500 -0.534 -0.232  -0.3055
N 8.230 -1.022 1.859  -0.7339
H 6.775 -0.367 4.314  0.2882
H 8.014 -1.663 4.214  0.4327
H 6.319 -2.076 4.353  0.2938
H 6.923 -2.528 2.231  0.2711
H 5.996 0.272 1.977  0.4984
H 4.742 -0.823 2.468  0.0635
H 4.690 0.558 -0.140  0.1967
H 3.440 -0.668 0.087  0.0623
H 4.695 -0.803 -1.279  0.2886
H 8.234 -1.313 0.882  0.2624
H 8.391 -0.015 1.895  0.2571

Results
Net charge ... 0
SMILES string ... O=C1C=C(O)C(=O)C=C1O.O=C1C=C(O)C(=O)C=C1O.O=C1C=C(O)C(=O)C=C1O.O=C1C=C(O)C(=O)C=C1O.O=C1C=C(O)C(=O)C=C1O.COC[C@H](C)N.COC[C@H](C)N.COC[C@H](C)N
Multiplicity ... 1
F_max ... 2.90 eV Å⁻¹

Record 2
The following is a DFT calculation (ωB97M-V/def2-TZVPD) of a molecular structure, C42H54F36N10O24S12.

Last column: Mulliken charge in e.
Element x y z (Å)
C -2.864 5.426 -8.355  -1.4806
C -2.648 3.902 -8.075  -0.5033
C -1.764 3.520 -6.865  -0.3044
N -1.292 2.028 -6.843  0.3893
C -1.017 1.781 -5.304  -0.6983
C -0.296 0.454 -5.012  0.4955
C 0.968 0.279 -5.865  0.1244
C 0.785 0.522 -7.358  -1.3101
C 0.018 1.822 -7.707  -0.4347
C -2.510 1.140 -7.156  -1.1008
H -3.490 5.611 -9.228  0.4155
H -1.919 5.883 -8.645  0.3693
H -3.391 5.997 -7.590  0.3542
H -2.248 3.437 -8.976  0.3471
H -3.673 3.550 -7.963  0.2938
H -2.357 3.743 -5.978  0.4056
H -0.856 4.121 -6.813  0.3140
H -0.301 2.554 -5.024  0.1128
H -1.884 1.808 -4.644  0.5138
H -0.004 0.325 -3.969  -0.6798
H -0.987 -0.381 -5.125  0.3635
H 1.679 1.032 -5.525  -0.0836
H 1.366 -0.736 -5.873  0.5474
H 1.706 0.561 -7.940  0.4142
H 0.307 -0.339 -7.825  0.4987
H 0.744 2.635 -7.679  0.3709
H -0.398 1.625 -8.695  0.2706
H -2.059 0.180 -6.906  0.4750
H -2.743 1.218 -8.218  0.3296
H -3.303 1.540 -6.524  0.3535
C 2.650 -0.063 -2.311  -1.1559
C 2.005 0.575 -1.080  1.5156
C 1.364 -0.495 -0.143  0.2876
N 0.666 0.059 1.115  0.7606
C -0.154 1.322 0.675  0.2279
C -1.098 1.802 1.812  -1.1545
C -1.978 0.667 2.362  -0.7972
C -1.099 -0.450 2.919  0.9225
C -0.202 -1.070 1.852  0.7682
C 1.677 0.530 2.140  -0.2791
H 3.314 0.646 -2.806  0.3704
H 1.868 -0.236 -3.050  -0.4762
H 3.275 -0.916 -2.048  0.4439
H 1.234 1.159 -1.583  0.0572
H 2.763 1.131 -0.529  -0.6849
H 1.982 -1.313 0.227  0.8975
H 0.569 -0.921 -0.754  -0.9827
H -0.727 0.959 -0.178  -0.0424
H 0.578 2.103 0.471  0.3466
H -1.615 2.745 1.639  0.7047
H -0.565 2.189 2.681  0.0082
H -2.571 0.301 1.524  0.1980
H -2.605 1.103 3.140  0.3706
H -1.763 -1.201 3.347  -0.4325
H -0.487 -0.190 3.783  0.0787
H -0.760 -1.550 1.048  -0.8753
H 0.407 -1.866 2.280  0.0947
H 2.456 1.071 1.602  -0.5753
H 2.058 -0.388 2.588  0.1864
H 1.248 1.047 2.998  0.6407
C -6.035 -6.028 -2.423  -1.1665
N -5.266 -5.644 -1.196  0.0780
C -3.977 -5.911 -1.116  -0.1370
C -3.293 -5.520 0.040  -0.6809
C -3.982 -4.808 1.035  0.5803
C -5.321 -4.534 0.900  -0.9414
C -5.929 -4.931 -0.282  -0.5168
C -3.299 -4.447 2.335  0.1570
C -3.980 -4.632 3.560  -0.6811
C -3.407 -4.253 4.767  -0.5693
N -2.121 -3.837 4.716  0.3857
C -1.416 -3.770 3.582  -1.2508
C -2.046 -3.930 2.361  0.2405
C -1.398 -3.257 5.955  -0.8675
H -6.572 -5.150 -2.783  0.3663
H -6.668 -6.828 -2.041  0.3925
H -5.335 -6.335 -3.200  0.3118
H -3.601 -6.474 -1.957  0.4057
H -2.313 -5.961 0.145  0.3572
H -5.755 -3.802 1.565  0.4642
H -6.962 -4.708 -0.506  0.4048
H -5.006 -4.967 3.542  0.5768
H -3.920 -4.186 5.715  0.5317
H -0.442 -3.318 3.696  1.1531
H -1.671 -3.642 1.390  0.4161
H -0.690 -2.453 5.750  0.1913
H -0.885 -4.072 6.465  0.2945
H -2.115 -3.089 6.758  0.4956
C -5.189 -1.294 6.985  0.4530
F -4.576 -2.364 7.357  -0.1821
F -6.399 -1.595 6.549  -0.2343
F -5.286 -0.492 8.053  -0.2314
S -4.087 -0.255 5.694  0.9843
O -2.730 -0.253 6.284  -0.5872
O -4.025 -1.007 4.412  -0.5814
N -4.939 1.207 5.465  -0.4038
S -3.984 2.141 6.191  1.0277
O -3.965 1.909 7.622  -0.6548
O -2.768 2.363 5.454  -0.4818
C -5.059 3.798 6.134  0.6072
F -6.302 3.611 5.840  -0.2441
F -5.038 4.348 7.363  -0.2558
F -4.524 4.643 5.274  -0.2281
C 1.858 -5.765 7.702  0.5651
F 1.887 -4.720 8.556  -0.2062
F 2.930 -6.517 7.924  -0.2122
F 0.707 -6.459 7.886  -0.2295
S 1.800 -5.146 5.836  1.0067
O 3.042 -5.540 5.158  -0.6177
O 0.616 -5.743 5.239  -0.6455
N 1.532 -3.442 6.014  -0.1124
S 2.813 -2.792 5.848  0.8073
O 3.769 -3.092 6.957  -0.6909
O 3.323 -2.899 4.484  -0.5981
C 2.315 -0.906 6.023  0.4374
F 1.405 -0.486 5.105  -0.1015
F 1.810 -0.670 7.264  -0.2672
F 3.455 -0.222 5.966  -0.1995
C 2.533 3.981 -3.047  0.3683
F 2.198 3.367 -1.938  -0.0451
F 3.776 4.494 -2.922  -0.2225
F 2.431 3.128 -4.049  -0.1395
S 1.264 5.413 -3.385  1.0562
O 1.902 6.232 -4.411  -0.7317
O -0.030 4.810 -3.742  -0.5165
N 1.260 6.308 -1.867  -0.5027
S -0.166 6.615 -1.432  1.0028
O -0.198 7.550 -0.344  -0.6564
O -1.093 7.025 -2.481  -0.6880
C -0.743 4.977 -0.708  0.3909
F -1.849 5.213 0.048  -0.2715
F -1.042 4.142 -1.674  -0.0952
F 0.207 4.445 0.052  -0.0074
C 6.331 -0.186 -0.358  0.4391
F 7.099 -0.702 0.602  -0.2444
F 5.248 -0.949 -0.341  -0.1632
F 6.021 1.110 -0.044  -0.0849
S 7.361 -0.373 -1.953  1.0811
O 8.077 0.931 -2.072  -0.6165
O 8.331 -1.392 -1.667  -0.7376
N 6.242 -0.802 -3.168  -0.3331
S 6.552 0.213 -4.253  0.9506
O 6.064 1.567 -3.977  -0.5870
O 7.897 0.099 -4.778  -0.6362
C 5.406 -0.425 -5.706  0.5200
F 5.618 0.344 -6.743  -0.2338
F 5.837 -1.663 -5.981  -0.2450
F 4.142 -0.319 -5.404  -0.1472
C -2.315 -1.831 -2.021  0.4770
F -3.221 -1.801 -2.982  -0.2442
F -1.657 -0.653 -1.976  -0.1098
F -3.042 -2.121 -0.875  -0.1852
S -1.007 -3.219 -2.374  0.8766
O -1.860 -4.303 -2.875  -0.6068
O -0.002 -2.574 -3.245  -0.4982
N -0.333 -3.437 -0.716  -0.2424
S 1.006 -4.101 -0.952  0.7324
O 0.926 -5.323 -1.731  -0.7183
O 2.086 -3.217 -1.325  -0.5201
C 1.485 -4.752 0.870  0.4868
F 2.548 -5.604 0.726  -0.2212
F 1.822 -3.693 1.609  -0.1405
F 0.471 -5.456 1.447  -0.1975
C 1.485 6.278 3.364  0.3763
F 2.314 7.347 3.536  -0.2248
F 0.686 6.281 4.446  -0.2298
F 0.698 6.411 2.297  -0.1206
S 2.567 4.605 3.221  0.8865
O 3.303 4.666 4.488  -0.6385
O 1.620 3.508 3.065  -0.4886
N 3.611 4.981 1.863  -0.4977
S 4.397 3.586 1.885  1.0236
O 4.765 2.926 3.093  -0.5892
O 3.925 2.691 0.870  -0.4476
C 6.160 4.339 1.271  0.3244
F 6.610 5.230 2.142  -0.2160
F 7.058 3.363 1.162  -0.2180
F 6.169 4.860 0.003  -0.2344

Results
Net charge ... -3
Multiplicity ... 2
F_max ... 9.39 eV Å⁻¹

It is found that the calculated total energy values, taken in the order of the records, are -95971.0280; -336309.6191 eV.